Run one
Formula: C6H9N3O2
Source: the Open Molecules 2025 dataset
Level of theory: the ωB97M-V functional and the def2-TZVPD basis

The geometry in XYZ format:
```
20
Properties=species:S:1:pos:R:3:nbo_charge:R:1
C -1.50 -0.70 0.28 -0.160
C -1.28 0.02 1.70 0.783
C -0.21 -1.41 -0.18 -0.455
C 0.87 -0.40 -0.57 0.049
C 1.84 -0.02 0.37 -0.082
C 2.04 1.04 -1.55 0.158
H -1.32 0.80 -1.14 0.382
H -2.52 -0.23 -1.47 0.381
H -2.32 -1.36 0.53 0.221
H 0.15 -1.95 0.78 0.251
H -0.29 -2.30 -0.94 0.231
H 2.09 -0.37 1.43 0.246
H 2.49 1.81 -2.17 0.196
H 3.28 1.44 0.21 0.421
H -2.20 1.37 0.93 0.508
N -2.11 0.26 -0.65 -0.875
N 0.94 0.34 -1.72 -0.465
N 2.59 0.89 -0.26 -0.528
O -0.57 -0.37 2.58 -0.600
O -1.96 1.14 1.83 -0.664
```

Summary:
Kohn-Sham gap = 9.47 eV
Multiplicity = 1



Run two
Formula: C6H9N3O2
Source: the Open Molecules 2025 dataset
Level of theory: the ωB97M-V functional and the def2-TZVPD basis

The geometry in XYZ format:
```
20
Properties=species:S:1:pos:R:3:nbo_charge:R:1
C -1.50 -1.22 -0.80 0.183
C 0.79 -1.05 -1.80 0.148
C 0.90 -0.60 1.17 0.780
C -0.37 -1.99 -1.50 -0.571
C 0.02 0.31 -0.02 0.269
C -0.60 2.16 1.44 -0.412
N -1.30 -0.15 -0.15 -0.428
N 1.00 -0.01 -1.10 -0.416
N 0.18 1.66 0.27 -0.669
O 1.86 0.21 1.70 -0.685
O 0.72 -1.75 1.39 -0.578
H -2.49 -1.49 -1.14 0.186
H 1.51 -1.25 -2.52 0.190
H -0.12 -2.75 -0.82 0.267
H -0.65 -2.42 -2.45 0.226
H -0.32 3.14 1.74 0.203
H -1.61 2.13 1.28 0.204
H -0.33 1.63 2.27 0.190
H 1.63 1.08 1.23 0.498
H 0.67 2.36 -0.19 0.415
```

Summary:
Kohn-Sham gap = 9.85 eV
Multiplicity = 1



Run three
Formula: C6H9N3O2
Source: the Open Molecules 2025 dataset
Level of theory: the ωB97M-V functional and the def2-TZVPD basis

The geometry in XYZ format:
```
20
Properties=species:S:1:pos:R:3:nbo_charge:R:1
C 2.86 -0.29 0.48 -0.087
C 1.68 0.31 0.83 -0.098
C 1.34 -0.98 -0.88 0.151
C -1.47 -1.13 0.30 0.758
C -0.96 1.26 0.92 -0.642
C -0.64 0.16 -0.04 0.163
N 2.60 -1.14 -0.56 -0.442
N 0.76 -0.05 -0.11 -0.365
N -1.11 0.51 -1.30 -0.858
O -1.12 -1.88 1.15 -0.552
O -2.62 -1.37 -0.33 -0.655
H 3.87 -0.13 0.93 0.216
H 1.47 0.85 1.74 0.226
H 0.99 -1.31 -1.86 0.199
H -0.33 2.14 0.78 0.230
H -1.00 1.01 2.02 0.249
H -2.03 1.55 0.88 0.245
H -2.54 -0.75 -1.20 0.499
H -0.68 1.38 -1.69 0.388
H -1.07 -0.13 -2.06 0.374
```

Summary:
Kohn-Sham gap = 9.36 eV
Multiplicity = 1



Name the most stable of them. run one.



Run one
Formula: C41H78N3PRbS3SbSi3
Source: the Open Molecules 2025 dataset
Level of theory: the ωB97M-V functional and the def2-TZVPD basis

The geometry in XYZ format:
```
131
Properties=species:S:1:pos:R:3:lowdin_charge:R:1
Rb 0.69 0.40 0.35 0.329
S -3.11 1.04 -3.06 0.303
C -1.76 0.27 -2.35 -1.829
S -1.99 -0.70 -0.91 0.163
S -0.17 0.44 -3.00 0.317
C 1.05 -0.98 3.85 -0.100
N 0.24 0.11 3.32 -0.327
C -1.17 -0.22 3.36 -0.107
C 0.52 1.36 4.00 -0.203
C 1.91 1.92 3.74 -0.308
C 2.64 2.36 4.85 -0.096
C 3.88 2.98 4.69 -0.142
C 4.37 3.14 3.40 -0.150
C 3.62 2.66 2.31 -0.240
C 2.37 2.04 2.41 -0.134
H 0.82 -1.19 4.91 0.086
H 2.10 -0.71 3.77 0.081
H 0.87 -1.89 3.27 0.070
H -1.53 -0.43 4.39 0.085
H -1.36 -1.11 2.75 0.070
H -1.75 0.60 2.95 0.086
H 0.36 1.25 5.09 0.113
H -0.22 2.08 3.65 0.104
H 2.23 2.24 5.85 0.088
H 4.44 3.33 5.54 0.076
H 5.33 3.62 3.24 0.079
H 4.06 2.82 1.32 0.069
C 5.49 -0.20 1.67 -0.011
N 4.64 -0.66 0.58 -0.122
C 4.44 -0.05 -0.63 -0.075
C 3.50 -0.80 -1.28 -0.173
N 3.10 -1.84 -0.47 0.043
C 3.80 -1.71 0.63 -0.200
H 6.42 0.19 1.27 0.088
H 5.72 -1.06 2.31 0.087
H 4.99 0.57 2.25 0.065
H 4.97 0.85 -0.91 0.116
H 3.07 -0.65 -2.25 0.095
H 3.74 -2.36 1.50 0.128
C 1.24 6.77 2.72 -0.205
C 0.71 5.41 3.17 -0.193
C -0.22 4.83 2.10 -0.205
C 0.29 5.08 0.65 -0.427
C 1.80 5.33 0.69 -0.209
C 2.15 6.59 1.50 -0.186
P -0.11 3.57 -0.36 1.068
C 0.70 3.81 -2.01 -0.454
C 2.12 3.21 -2.03 -0.232
C 2.57 2.98 -3.49 -0.200
C 2.04 4.07 -4.43 -0.201
C 1.82 5.38 -3.68 -0.208
C 0.68 5.21 -2.65 -0.198
C -1.90 3.76 -0.80 -0.437
C -2.78 3.10 0.28 -0.226
C -4.25 3.33 -0.05 -0.191
C -4.62 4.82 0.03 -0.200
C -3.39 5.72 -0.14 -0.212
C -2.43 5.16 -1.18 -0.191
H 1.79 7.27 3.53 0.097
H 0.40 7.41 2.47 0.104
H 0.17 5.50 4.12 0.107
H 1.54 4.73 3.35 0.099
H -1.22 5.27 2.21 0.093
H -0.32 3.76 2.27 0.068
H -0.20 5.96 0.23 0.099
H 2.20 5.44 -0.33 0.085
H 2.29 4.46 1.12 0.083
H 2.08 7.48 0.85 0.098
H 3.20 6.52 1.82 0.102
H 0.10 3.13 -2.62 0.059
H 2.14 2.26 -1.50 0.061
H 2.83 3.86 -1.51 0.094
H 2.20 2.00 -3.81 0.073
H 3.66 2.95 -3.53 0.100
H 1.08 3.74 -4.86 0.115
H 2.72 4.21 -5.28 0.096
H 1.58 6.20 -4.37 0.098
H 2.75 5.66 -3.17 0.106
H -0.27 5.35 -3.16 0.107
H 0.76 6.00 -1.90 0.089
H -1.99 3.11 -1.67 0.049
H -2.56 3.49 1.28 0.096
H -2.56 2.03 0.29 0.073
H -4.89 2.74 0.62 0.104
H -4.42 2.94 -1.06 0.082
H -5.10 5.05 0.99 0.094
H -5.35 5.07 -0.75 0.098
H -2.86 5.81 0.82 0.089
H -3.69 6.74 -0.41 0.100
H -1.61 5.87 -1.34 0.074
H -2.95 5.09 -2.14 0.118
C 0.63 -5.44 2.49 -0.250
Si 0.90 -5.55 0.62 0.277
C 2.76 -5.33 0.34 -0.239
C 0.60 -7.37 0.22 -0.239
Sb -0.26 -3.41 -0.34 0.817
Si -0.07 -4.15 -2.77 0.263
C 1.76 -4.15 -3.20 -0.223
C -0.73 -5.88 -3.10 -0.227
C -1.01 -3.01 -3.90 -0.228
Si -2.63 -4.31 0.03 0.252
C -3.88 -3.78 -1.27 -0.237
C -3.16 -3.63 1.70 -0.242
C -2.77 -6.18 0.17 -0.243
H 1.35 -6.08 3.02 0.019
H -0.38 -5.75 2.77 0.011
H 0.77 -4.41 2.85 0.004
H 3.33 -5.75 1.18 0.020
H 3.03 -4.28 0.22 -0.021
H 3.08 -5.85 -0.57 0.016
H 1.31 -7.96 0.81 0.022
H 0.76 -7.60 -0.83 0.005
H -0.41 -7.68 0.48 0.000
H 2.23 -5.08 -2.86 0.014
H 2.28 -3.32 -2.71 0.006
H 1.89 -4.06 -4.28 0.025
H -0.19 -6.64 -2.53 -0.003
H -0.62 -6.09 -4.17 0.025
H -1.79 -5.96 -2.85 0.012
H -0.60 -2.00 -3.88 -0.036
H -2.06 -2.93 -3.60 0.022
H -0.97 -3.41 -4.92 0.029
H -3.55 -2.90 -1.82 -0.021
H -4.82 -3.53 -0.77 0.028
H -4.06 -4.60 -1.97 0.021
H -3.07 -2.54 1.72 0.010
H -2.55 -4.04 2.50 0.016
H -4.21 -3.89 1.89 0.024
H -2.24 -6.71 -0.61 0.002
H -3.83 -6.45 0.12 0.025
H -2.38 -6.53 1.14 0.013
```

Summary:
Kohn-Sham gap = 4.36 eV
Multiplicity = 1
Net charge = -2



Run two
Formula: C41H78N3PRbS3SbSi3
Source: the Open Molecules 2025 dataset
Level of theory: the ωB97M-V functional and the def2-TZVPD basis

The geometry in XYZ format:
```
131
Properties=species:S:1:pos:R:3:lowdin_charge:R:1
Rb 0.75 0.10 0.13 0.309
S 4.04 -0.17 4.30 0.333
C 2.71 0.37 3.39 -1.916
S 1.25 -0.49 3.39 0.300
S 2.86 1.76 2.43 0.391
C -4.67 0.11 -0.80 -0.124
N -3.34 -0.38 -0.52 -0.244
C -3.25 -0.89 0.83 -0.096
C -2.90 -1.35 -1.53 -0.196
C -1.96 -0.71 -2.52 -0.287
C -2.50 0.01 -3.58 -0.100
C -1.67 0.66 -4.47 -0.142
C -0.30 0.59 -4.27 -0.145
C 0.21 -0.17 -3.23 -0.210
C -0.57 -0.88 -2.30 -0.240
H -5.44 -0.69 -0.76 0.085
H -4.69 0.55 -1.79 0.063
H -4.94 0.88 -0.07 0.072
H -3.90 -1.77 1.01 0.078
H -3.52 -0.11 1.54 0.084
H -2.22 -1.18 1.03 0.068
H -3.78 -1.78 -2.04 0.112
H -2.36 -2.16 -1.03 0.058
H -3.58 0.06 -3.73 0.094
H -2.08 1.23 -5.31 0.086
H 0.37 1.12 -4.96 0.086
H 1.30 -0.23 -3.16 0.066
C 6.03 0.49 1.62 -0.080
N 5.21 -0.11 0.61 -0.121
C 5.32 0.01 -0.75 -0.085
C 4.26 -0.68 -1.27 -0.179
N 3.52 -1.22 -0.27 0.010
C 4.12 -0.85 0.84 -0.236
H 7.05 0.09 1.58 0.081
H 5.59 0.27 2.60 -0.026
H 6.05 1.57 1.50 0.077
H 6.11 0.56 -1.22 0.103
H 4.00 -0.84 -2.30 0.091
H 3.82 -1.12 1.84 0.054
C 3.03 3.36 -1.62 -0.195
C 1.89 4.01 -2.42 -0.194
C 1.26 5.17 -1.66 -0.224
C 1.09 4.86 -0.17 -0.429
C 2.47 4.61 0.46 -0.229
C 3.56 4.34 -0.58 -0.204
P -0.06 3.40 0.18 1.096
C -1.65 4.03 -0.64 -0.439
C -2.90 3.50 0.06 -0.206
C -4.17 4.16 -0.51 -0.189
C -4.01 4.50 -1.99 -0.208
C -3.13 3.44 -2.63 -0.197
C -1.69 3.55 -2.10 -0.209
C -0.28 3.79 2.01 -0.447
C -0.92 5.15 2.37 -0.206
C -1.65 5.08 3.71 -0.215
C -0.80 4.30 4.71 -0.199
C -0.67 2.83 4.28 -0.186
C -0.93 2.65 2.78 -0.237
H 3.82 3.05 -2.29 0.105
H 2.66 2.48 -1.08 0.090
H 1.12 3.25 -2.63 0.087
H 2.27 4.38 -3.38 0.106
H 0.30 5.44 -2.11 0.084
H 1.90 6.06 -1.74 0.108
H 0.61 5.73 0.30 0.096
H 2.43 3.73 1.11 -0.023
H 2.76 5.47 1.07 0.114
H 4.42 3.91 -0.07 0.105
H 3.89 5.26 -1.07 0.104
H -1.65 5.13 -0.60 0.107
H -2.87 3.71 1.13 0.080
H -2.92 2.42 -0.07 0.107
H -4.41 5.06 0.07 0.103
H -5.01 3.47 -0.39 0.096
H -3.55 5.48 -2.11 0.105
H -5.00 4.54 -2.46 0.100
H -3.12 3.55 -3.72 0.107
H -3.53 2.46 -2.40 0.087
H -1.14 4.24 -2.74 0.094
H -1.22 2.57 -2.18 0.090
H 0.76 3.79 2.35 0.070
H -1.61 5.48 1.60 0.088
H -0.13 5.91 2.45 0.106
H -2.62 4.59 3.59 0.104
H -1.84 6.09 4.08 0.100
H -1.23 4.37 5.71 0.098
H 0.19 4.76 4.75 0.110
H -1.37 2.20 4.84 0.108
H 0.34 2.47 4.50 0.096
H -2.01 2.60 2.60 0.091
H -0.50 1.69 2.47 0.041
C 2.55 -6.75 0.39 -0.214
Si 2.40 -4.82 0.26 0.351
C 3.24 -4.24 1.87 -0.212
C 3.52 -4.44 -1.25 -0.230
Sb 0.25 -3.37 -0.07 0.862
Si -0.86 -4.68 1.95 0.362
C -0.77 -6.61 2.10 -0.226
C -2.77 -4.40 2.04 -0.235
C -0.20 -4.06 3.64 -0.228
Si -0.76 -4.89 -1.88 0.328
C -2.68 -4.99 -1.99 -0.215
C -0.18 -4.07 -3.50 -0.230
C -0.26 -6.74 -2.06 -0.228
H 3.60 -7.05 0.42 0.018
H 2.09 -7.26 -0.45 -0.010
H 2.09 -7.13 1.30 -0.009
H 4.32 -4.36 1.85 0.029
H 2.86 -4.78 2.73 0.014
H 3.04 -3.19 2.03 -0.003
H 4.50 -4.89 -1.18 0.020
H 3.65 -3.36 -1.33 -0.018
H 3.05 -4.79 -2.17 0.005
H -1.02 -7.10 1.16 -0.003
H -1.45 -6.99 2.86 0.013
H 0.23 -6.93 2.38 -0.008
H -3.22 -4.40 1.05 -0.011
H -2.99 -3.44 2.50 0.006
H -3.27 -5.17 2.62 0.014
H 0.68 -4.60 3.94 0.012
H -0.94 -4.16 4.43 0.020
H 0.08 -3.01 3.59 -0.046
H -3.08 -4.02 -2.24 -0.004
H -3.12 -5.31 -1.05 0.001
H -3.00 -5.70 -2.75 0.019
H -0.34 -3.00 -3.43 -0.014
H -0.70 -4.44 -4.39 0.021
H 0.88 -4.23 -3.65 0.013
H -0.53 -7.31 -1.18 0.001
H 0.80 -6.84 -2.22 -0.001
H -0.76 -7.20 -2.91 0.017
```

Summary:
Kohn-Sham gap = 4.42 eV
Multiplicity = 1
Net charge = -2



Name the most stable of them. run one.



Run one
Formula: C7H6
Source: the Open Molecules 2025 dataset
Level of theory: the ωB97M-V functional and the def2-TZVPD basis

The geometry in XYZ format:
```
13
Properties=species:S:1:pos:R:3:nbo_charge:R:1
C 1.06 -0.96 1.63 -0.345
C -0.29 -0.76 1.62 -0.162
C 1.63 -0.46 0.51 0.168
C 1.67 0.18 -0.60 -0.149
C -0.85 -0.16 0.49 -0.289
C 0.05 0.23 -0.51 0.046
C -0.44 0.95 -1.76 -0.649
H 1.56 -1.55 2.30 0.248
H -0.82 -1.23 2.35 0.215
H -1.85 0.05 0.34 0.230
H 0.33 0.86 -2.59 0.244
H -0.60 2.13 -1.59 0.222
H -1.45 0.69 -2.20 0.222
```

Summary:
Kohn-Sham gap = 9.62 eV
Multiplicity = 1



Run two
Formula: C7H6
Source: the Open Molecules 2025 dataset
Level of theory: the ωB97M-V functional and the def2-TZVPD basis

The geometry in XYZ format:
```
13
Properties=species:S:1:pos:R:3:nbo_charge:R:1
C 2.04 -1.43 -0.16 -0.025
C 2.28 -0.09 -0.14 -0.070
C 0.59 1.34 0.17 -0.296
C 2.06 1.15 0.21 -0.019
C 0.42 -1.19 -0.09 -0.517
C -0.10 0.20 -0.06 0.123
C -1.65 0.19 -0.08 -0.655
H 0.18 2.32 0.17 0.225
H -0.02 -1.81 -0.83 0.264
H 0.31 -1.46 0.99 0.291
H -1.87 -0.25 0.82 0.225
H -2.17 -0.10 -1.05 0.235
H -2.07 1.13 0.05 0.220
```

Summary:
Kohn-Sham gap = 8.14 eV
Multiplicity = 1



Name the most stable of them. run one.



Run one
Formula: C7H6
Source: the Open Molecules 2025 dataset
Level of theory: the ωB97M-V functional and the def2-TZVPD basis

The geometry in XYZ format:
```
13
Properties=species:S:1:pos:R:3:lowdin_charge:R:1
C -1.80 0.86 -0.18 -0.080
C -2.95 0.19 0.13 -0.048
C -0.54 -1.25 0.08 -0.049
C -1.90 -0.79 0.12 -0.048
C -0.34 1.09 -0.20 -0.142
C 0.36 -0.22 -0.01 -0.305
C 1.80 -0.21 0.09 -0.036
H -0.32 -2.37 0.16 0.135
H -0.09 1.67 -1.12 0.157
H -0.25 1.78 0.56 0.110
H 2.04 -1.06 -0.60 0.114
H 2.11 -0.54 1.10 0.109
H 1.89 0.85 -0.14 0.083
```

Summary:
Kohn-Sham gap = 6.95 eV
Multiplicity = 1



Run two
Formula: C7H6
Source: the Open Molecules 2025 dataset
Level of theory: the ωB97M-V functional and the def2-TZVPD basis

The geometry in XYZ format:
```
13
Properties=species:S:1:pos:R:3:nbo_charge:R:1
C -1.19 -0.92 0.04 -0.194
C 0.28 -0.74 0.28 -0.338
C -0.77 1.34 0.23 -0.263
C 0.45 0.71 0.37 0.001
C -1.86 0.21 0.17 -0.204
C 1.60 -0.69 -0.61 -0.108
C 1.92 0.60 -0.20 -0.185
H -1.63 -1.86 -0.11 0.205
H 0.41 -1.37 1.19 0.236
H -0.82 2.42 0.16 0.218
H -2.93 0.37 0.10 0.221
H 1.90 -1.43 -1.18 0.193
H 2.64 1.36 -0.43 0.221
```

Summary:
Kohn-Sham gap = 9.12 eV
Multiplicity = 1



Name the most stable of them. run two.



Run one
Formula: C7H6
Source: the Open Molecules 2025 dataset
Level of theory: the ωB97M-V functional and the def2-TZVPD basis

The geometry in XYZ format:
```
13
Properties=species:S:1:pos:R:3:nbo_charge:R:1
C 0.87 -1.11 1.22 -0.340
C -0.09 -2.05 0.82 -0.147
C 0.77 0.13 0.64 0.050
C -0.49 -0.21 -0.59 0.045
C -0.89 -1.47 -0.24 -0.340
C 0.19 0.94 -0.31 -0.021
C 0.09 2.31 -0.88 -0.642
H 1.42 -1.44 2.16 0.231
H -0.11 -3.08 1.25 0.221
H -1.80 -1.89 -0.73 0.237
H 0.29 3.10 -0.20 0.234
H -0.89 2.38 -1.30 0.234
H 0.62 2.37 -1.83 0.237
```

Summary:
Kohn-Sham gap = 9.55 eV
Multiplicity = 1



Run two
Formula: C7H6
Source: the Open Molecules 2025 dataset
Level of theory: the ωB97M-V functional and the def2-TZVPD basis

The geometry in XYZ format:
```
13
Properties=species:S:1:pos:R:3:nbo_charge:R:1
C 0.37 0.64 1.10 -0.216
C 0.85 -0.67 0.73 -0.013
C -0.06 -1.66 0.30 -0.168
C -0.57 0.00 -0.02 0.101
C -1.14 0.61 1.22 -0.403
C 0.15 0.05 -1.36 -0.409
C 0.98 -1.11 -0.76 -0.268
H 0.71 1.65 1.03 0.239
H -1.69 -0.18 1.67 0.245
H -1.71 1.47 0.98 0.229
H -0.35 -0.28 -2.22 0.220
H 0.50 1.10 -1.57 0.211
H 1.95 -1.60 -1.08 0.233
```

Summary:
Kohn-Sham gap = 8.93 eV
Multiplicity = 1



Name the most stable of them. run one.



Run one
Formula: C10H15NO
Source: the Open Molecules 2025 dataset
Level of theory: the ωB97M-V functional and the def2-TZVPD basis

The geometry in XYZ format:
```
27
Properties=species:S:1:pos:R:3:nbo_charge:R:1
C 2.35 -0.09 2.22 -0.508
C 0.94 -0.42 2.78 -0.619
C 3.00 -0.98 1.17 0.673
O 3.94 -0.53 0.55 -0.614
N 2.40 -2.16 0.85 -0.825
H 2.36 0.89 1.73 0.240
H 3.00 0.08 3.08 0.234
H 0.44 -1.08 2.09 0.196
H 0.46 0.54 2.97 0.224
H 2.79 -2.73 0.12 0.402
H 1.58 -2.54 1.26 0.389
H 0.95 -1.07 3.66 0.209
C -1.67 -1.05 0.41 -0.644
C -2.70 0.71 -2.73 -0.196
C -2.28 2.04 -2.56 -0.227
C -2.27 -0.28 -1.85 -0.219
C -1.65 0.05 -0.63 -0.001
C -1.61 2.33 -1.39 -0.198
C -1.39 1.39 -0.40 -0.232
H -3.40 0.59 -3.55 0.212
H -2.41 2.71 -3.40 0.217
H -2.38 -1.31 -2.12 0.207
H -1.23 3.33 -1.22 0.208
H -1.30 -0.79 1.38 0.220
H -1.27 -2.05 0.15 0.217
H -0.93 1.78 0.50 0.210
H -2.71 -1.39 0.45 0.225
```

Summary:
Kohn-Sham gap = 9.70 eV
Multiplicity = 1



Run two
Formula: C10H15NO
Source: the Open Molecules 2025 dataset
Level of theory: the ωB97M-V functional and the def2-TZVPD basis

The geometry in XYZ format:
```
27
Properties=species:S:1:pos:R:3:nbo_charge:R:1
C -1.09 -0.68 2.08 -0.648
C -1.00 3.04 -0.03 -0.225
C -1.51 1.90 -0.58 -0.212
C -0.21 2.91 1.13 -0.215
C -1.45 0.63 0.02 -0.244
C -0.07 1.65 1.64 -0.212
C -0.77 0.51 1.24 -0.004
H -1.04 4.00 -0.56 0.222
H -2.02 1.94 -1.57 0.215
H 0.00 3.78 1.72 0.225
H -1.98 -0.19 -0.41 0.214
H 0.71 1.37 2.41 0.209
H -0.37 -1.51 1.93 0.226
H -2.11 -1.02 2.06 0.231
H -0.86 -0.41 3.11 0.223
C 0.51 -2.22 -1.54 -0.504
C 1.24 -2.23 -0.15 -0.602
C 1.36 -1.21 -2.32 0.691
O 2.06 -1.49 -3.25 -0.580
N 1.45 -0.02 -1.60 -0.880
H 0.42 -3.20 -1.99 0.231
H -0.47 -1.81 -1.27 0.211
H 0.83 -1.46 0.50 0.208
H 2.31 -2.25 -0.25 0.215
H 2.26 0.57 -1.66 0.394
H 0.67 0.51 -1.19 0.408
H 1.15 -3.11 0.53 0.205
```

Summary:
Kohn-Sham gap = 10.13 eV
Multiplicity = 1



Name the most stable of them. run one.